Entry 1:
Computed, not measured: a 2-piece molecular cluster, C4H13N3O overall, with ωB97M-V/def2-TZVPD.

Summary:
Structure (SMILES)   CC(=O)NN.CNC

ORCA input file:
```
! wB97M-V def2-TZVPD RIJCOSX def2/J DEFGRID3
* xyz 0 1
C 1.5500 -1.2915 0.7421
C 0.4430 -2.0617 -1.2598
N 0.6335 -0.9538 -0.3358
H -0.3212 -0.6419 0.0776
H 1.8085 -0.4004 1.3205
H 1.0795 -1.9904 1.4410
H -0.0253 -2.9084 -0.7483
H 2.4873 -1.7218 0.3745
H -0.2074 -1.7338 -2.0750
H 1.3919 -2.3963 -1.6921
C 0.4479 2.1954 0.1085
N -1.6301 0.7903 -0.0905
C -0.5478 1.4650 -0.7600
N -1.7943 0.5495 1.2809
O -0.6681 1.6974 -1.9621
H -2.3973 0.5653 -0.7224
H -2.7891 0.3761 1.4577
H -1.5836 1.3055 1.9339
H 1.4513 1.9848 -0.2705
H 0.2661 3.2695 0.0220
H 0.4051 1.9012 1.1578
*
```

For each atom in turn, the natural (NBO) charge in e is:
1 C -0.411
2 C -0.411
3 N -0.658
4 H 0.387
5 H 0.189
6 H 0.164
7 H 0.158
8 H 0.191
9 H 0.203
10 H 0.191
11 C -0.722
12 N -0.525
13 C 0.699
14 N -0.677
15 O -0.612
16 H 0.401
17 H 0.367
18 H 0.359
19 H 0.256
20 H 0.243
21 H 0.208

---

Entry 2:
Computed, not measured: C4H13N3O as an isolated structure, with ωB97M-V/def2-TZVPD.

ORCA input file:
```
! wB97M-V def2-TZVPD RIJCOSX def2/J DEFGRID3
* xyz 0 1
C 0.0203 0.0801 -0.8902
C -0.8365 0.8807 -0.0461
C -2.8965 -0.6946 0.2326
C 2.4195 1.0964 -0.1481
N 1.1957 0.6934 0.5126
N 1.3518 -0.4294 1.3535
N 0.0628 -1.2797 -0.9664
O -2.3179 0.2305 -0.6359
H 0.3372 0.5766 -1.8025
H 1.6329 -0.1262 2.2815
H 2.0636 -1.0724 1.0001
H 0.1688 -1.6983 -1.8770
H -0.2193 -1.7651 -0.1249
H -0.9819 1.8892 -0.4096
H -1.0012 0.8150 1.0211
H -3.8267 -1.0765 -0.2050
H -2.2267 -1.5424 0.4650
H -3.1807 -0.2417 1.1981
H 3.1659 1.4188 0.5886
H 2.8666 0.2926 -0.7591
H 2.2023 1.9533 -0.7883
*
```

For each atom in turn, the natural (NBO) charge in e is:
1 C 0.148
2 C -0.089
3 C -0.238
4 C -0.437
5 N -0.351
6 N -0.701
7 N -0.826
8 O -0.656
9 H 0.203
10 H 0.358
11 H 0.327
12 H 0.407
13 H 0.411
14 H 0.223
15 H 0.220
16 H 0.183
17 H 0.129
18 H 0.148
19 H 0.185
20 H 0.156
21 H 0.198

---

Entry 3:
Computed, not measured: a 2-piece molecular cluster, C4H13N3O overall, with ωB97M-V/def2-TZVPD.

Summary:
Structure (SMILES)   C/C=N/C.NC(N)O

ORCA input file:
```
! wB97M-V def2-TZVPD RIJCOSX def2/J DEFGRID3
* xyz 0 1
C 1.1457 -0.8992 0.2168
N 2.3220 -0.7596 1.0416
N 1.0865 0.0699 -0.8753
O 1.0149 -2.1667 -0.3478
H 1.8405 -2.6571 -0.4125
H 0.1358 -0.6275 0.7905
H 2.1936 -0.1492 1.8348
H 3.1873 -0.7796 0.5090
H 1.2455 1.0066 -0.5249
H 1.7654 -0.1449 -1.6088
C -1.1521 1.5418 1.5675
C -1.7887 -0.4519 -1.5137
C -1.3616 0.6263 -0.5812
N -1.3309 0.4226 0.6826
H -1.2918 1.6379 -1.0078
H -0.2048 1.4266 2.1014
H -1.9588 1.5437 2.3011
H -1.1384 2.5183 1.0645
H -1.7369 -1.4194 -1.0195
H -2.8189 -0.2832 -1.8223
H -1.1543 -0.4554 -2.3960
*
```

For each atom in turn, the natural (NBO) charge in e is:
1 C 0.332
2 N -0.897
3 N -0.861
4 O -0.727
5 H 0.474
6 H 0.222
7 H 0.386
8 H 0.365
9 H 0.357
10 H 0.360
11 C -0.427
12 C -0.667
13 C 0.190
14 N -0.490
15 H 0.145
16 H 0.184
17 H 0.207
18 H 0.167
19 H 0.236
20 H 0.218
21 H 0.226

---

Entry 4:
Computed, not measured: a 2-piece molecular cluster, C4H13N3O overall, with ωB97M-V/def2-TZVPD.

Summary:
Structure (SMILES)   CNC(N)=O.CNC

ORCA input file:
```
! wB97M-V def2-TZVPD RIJCOSX def2/J DEFGRID3
* xyz 0 1
C 0.7754 -0.8357 -2.3665
N 0.8817 -0.8521 -0.9168
C -0.5245 -0.8651 -0.0909
N -0.4858 -1.8190 0.9471
O -1.5433 -0.7347 -0.7548
H 1.5841 -1.5003 -0.5813
H 0.4131 -2.1077 1.3001
H -1.3014 -2.4119 0.9644
H 1.5955 -0.2638 -2.8074
H 0.7638 -1.8425 -2.7944
H -0.1681 -0.3537 -2.6228
C 0.2170 0.8582 2.0240
C -0.8076 1.9783 0.1070
N 0.0662 0.9165 0.5793
H 0.9075 0.4676 -0.1006
H 0.4181 1.8541 2.4233
H -1.3802 1.6672 -0.7669
H -1.5559 2.2974 0.8363
H 1.0505 0.2087 2.2942
H -0.7076 0.4943 2.4847
H -0.1984 2.8440 -0.1580
*
```

For each atom in turn, the natural (NBO) charge in e is:
1 C -0.418
2 N -0.756
3 C 0.815
4 N -0.902
5 O -0.712
6 H 0.368
7 H 0.380
8 H 0.412
9 H 0.189
10 H 0.181
11 H 0.231
12 C -0.406
13 C -0.424
14 N -0.614
15 H 0.461
16 H 0.185
17 H 0.230
18 H 0.198
19 H 0.193
20 H 0.200
21 H 0.188

---

Entry 5:
Computed, not measured: a 3-piece molecular cluster, C4H13N3O overall, with ωB97M-V/def2-TZVPD.

ORCA input file:
```
! wB97M-V def2-TZVPD RIJCOSX def2/J DEFGRID3
* xyz 0 1
C -0.2356 -0.6286 -1.8301
C -1.3733 -1.6259 -1.9114
O 0.9696 -1.2746 -2.2168
H 1.7007 -0.6831 -2.0080
H -0.4289 0.1950 -2.5343
H 0.0020 -0.3618 -0.4293
H -1.4674 -2.0471 -2.9173
H -2.3141 -1.1327 -1.6656
H -1.2074 -2.4514 -1.2178
C 0.2869 0.6489 0.7936
N 0.6437 1.5853 -0.2216
N -1.0637 0.6492 1.2943
N 0.9834 0.1899 3.0805
C 1.2758 0.4516 1.7582
H 1.2493 2.3478 0.0479
H -0.1487 1.6943 -0.9069
H -1.7184 0.6750 0.5202
H -1.2649 1.3993 1.9442
H 0.0639 -0.2015 3.2148
H 1.7437 -0.1395 3.6556
H 2.3033 0.7100 1.5497
*
```

For each atom in turn, the natural (NBO) charge in e is:
1 C -0.066
2 C -0.641
3 O -0.745
4 H 0.471
5 H 0.150
6 H 0.193
7 H 0.206
8 H 0.201
9 H 0.212
10 C 0.103
11 N -0.893
12 N -0.871
13 N -0.809
14 C 0.010
15 H 0.386
16 H 0.386
17 H 0.367
18 H 0.363
19 H 0.401
20 H 0.386
21 H 0.191

---

Entry 6:
Computed, not measured: a 2-piece molecular cluster, C4H13N3S overall, with ωB97M-V/def2-TZVPD.

Summary:
Structure (SMILES)   N/C=C/N.NCCS

ORCA input file:
```
! wB97M-V def2-TZVPD RIJCOSX def2/J DEFGRID3
* xyz 0 1
C -0.1955 -1.3544 -1.0173
C 1.1099 -1.3609 -1.8024
S 2.1974 0.1086 -1.4352
N -1.1802 -0.3884 -1.4924
H -0.0043 -1.1829 0.0444
H -0.6167 -2.3637 -1.0836
H 0.9045 -1.3703 -2.8696
H 1.7271 -2.1997 -1.4880
H -1.6755 -0.7352 -2.3037
H -0.6954 0.4471 -1.8067
C -0.1695 0.5754 2.1258
C -0.4469 1.3297 1.0638
N 0.6255 1.9326 0.3113
N -1.1635 -0.0638 2.8902
H 0.8419 0.5141 2.5082
H -1.4258 1.3226 0.6074
H 0.3363 2.6039 -0.3845
H 1.2835 2.3747 0.9446
H 1.3686 0.9879 -0.4210
H -1.9798 -0.2430 2.3190
H -0.8418 -0.9342 3.2896
*
```

For each atom in turn, the natural (NBO) charge in e is:
1 C -0.235
2 C -0.501
3 S -0.352
4 N -0.850
5 H 0.187
6 H 0.188
7 H 0.203
8 H 0.212
9 H 0.357
10 H 0.353
11 C -0.036
12 C -0.132
13 N -0.791
14 N -0.804
15 H 0.193
16 H 0.216
17 H 0.399
18 H 0.396
19 H 0.254
20 H 0.371
21 H 0.372

---

Entry 7:
Computed, not measured: an isolated ion of composition C4H13N4 and charge +1, with ωB97M-V/def2-TZVPD.

Summary:
Structure (SMILES)   [H]/N=C/NN(C)CC[NH3+]

ORCA input file:
```
! wB97M-V def2-TZVPD RIJCOSX def2/J DEFGRID3
* xyz 1 1
C 1.1231 1.4788 -0.9486
C 0.7904 0.0486 2.3133
C -1.0251 -0.4601 0.7383
C -1.4072 -0.6462 -0.6935
N 1.3929 0.4536 -1.6452
N 0.3907 1.3683 0.3328
N 0.3857 0.0260 0.8916
N -0.3680 -1.3314 -1.5503
H 1.4684 2.4627 -1.0565
H 1.7479 0.5466 2.1297
H 0.0882 0.7989 2.7480
H 0.7036 -0.9506 2.7270
H -1.7100 0.1128 1.3136
H -1.0594 -1.5487 1.2331
H -1.5868 0.2627 -1.2833
H -2.3499 -1.1069 -0.6027
H 1.7462 0.7833 -2.5112
H 0.1819 2.0986 0.9966
H -0.3941 -2.3497 -1.3303
H 0.5150 -0.6622 -1.2455
H -0.6336 -1.3849 -2.5570
*
```

For each atom in turn, the natural (NBO) charge in e is:
1 C 0.350
2 C -0.416
3 C -0.244
4 C -0.247
5 N -0.722
6 N -0.517
7 N -0.286
8 N -0.752
9 H 0.198
10 H 0.230
11 H 0.169
12 H 0.236
13 H 0.218
14 H 0.206
15 H 0.217
16 H 0.233
17 H 0.396
18 H 0.403
19 H 0.421
20 H 0.475
21 H 0.430

---

Entry 8:
Computed, not measured: a 2-piece molecular cluster, C4H13N4 overall, with ωB97M-V/def2-TZVPD.

ORCA input file:
```
! wB97M-V def2-TZVPD RIJCOSX def2/J DEFGRID3
* xyz 1 1
N 0.1338 1.5482 1.1657
C 1.5188 1.6817 0.8852
N 1.7585 2.5958 -0.1577
N 2.4666 1.0129 1.4293
H -0.1322 1.4878 2.1191
H -0.4060 2.2383 0.7088
H 1.4095 3.5039 0.0856
H 2.7599 2.6427 -0.3101
H 2.1141 0.3849 2.1761
C 0.1570 -2.0968 -1.5147
C -1.0245 -1.1179 -1.3778
C -2.2116 -1.3071 0.7415
N -1.2729 -0.7357 0.0332
H 1.1395 -1.6202 -1.3294
H 0.0200 -2.9513 -0.8915
H 0.0993 -2.4434 -2.5322
H -0.7832 -0.1626 -1.9057
H -1.9245 -1.4785 -1.8645
H -2.3529 -1.0992 1.7984
H -2.8232 -2.0809 0.2793
H -0.6463 -0.0025 0.4613
*
```

For each atom in turn, the natural (NBO) charge in e is:
1 N -0.886
2 C 0.554
3 N -0.832
4 N -0.691
5 H 0.399
6 H 0.392
7 H 0.381
8 H 0.408
9 H 0.340
10 C -0.618
11 C -0.244
12 C 0.107
13 N -0.402
14 H 0.240
15 H 0.221
16 H 0.246
17 H 0.237
18 H 0.229
19 H 0.228
20 H 0.223
21 H 0.467

---

E_HOMO across the listed records, respectively: -8.390; -7.948; -8.728; -8.406; -7.013; -7.682; -13.274; -12.903 eV.
E_tot across the listed records, respectively: -10874.829; -10872.135; -10875.270; -10874.789; -10873.582; -19663.029; -10310.623; -10312.519 eV.
Relative energy (zero: lowest compared OMol25 entry of this formula, charge and spin) across the listed records, respectively: 2.848; 5.543; 2.407; 2.888; 4.095; 1.793; 3.465; 1.570 eV.